1.
{
  "formula": "C6H4Cl3NO3",
  "method": "ωB97M-V/def2-TZVPD",
  "energy_ev": -51480.70058,
  "e_homo_ev": -9.08,
  "molar_mass_g_mol": 244.5,
  "lumo_energy_ev": -0.54,
  "homo_lumo_gap_ha": 0.3138,
  "species": ["Cl", "C", "C", "Cl", "C", "C", "Cl", "H", "H", "H", "O", "C", "C", "N", "O", "O", "H"],
  "xyz": [[1.258094, -1.848668, -1.083608], [1.285862, -0.389599, -0.133274], [1.441270, 0.845789, -0.756790], [1.606200, 0.959449, -2.469170], [1.536701, 2.055649, 0.040987], [0.778118, 2.219120, 1.238509], [0.909457, 3.675890, 2.111734], [1.258804, -0.467013, 0.915988], [2.253599, 2.682686, -0.463644], [0.071498, 1.514274, 1.567591], [-1.741294, -2.636239, 2.107615], [-1.753090, -1.934466, 1.182248], [-1.605700, -1.169106, 0.148622], [-1.975873, -1.614649, -1.223932], [-2.281650, -2.798369, -1.361986], [-1.948044, -0.800008, -2.106614], [-1.093951, -0.294741, 0.285724]],
  "forces_ev_per_angstrom": [[0.022, 0.358, 0.646], [0.714, 2.058, -3.370], [-0.658, -3.341, 1.816], [-0.009, 0.199, 0.328], [-2.364, -0.397, 2.664], [3.527, 0.881, -4.699], [-0.044, 0.082, 0.412], [0.089, -0.283, 0.976], [-0.096, 1.138, 0.822], [-0.738, -0.679, 0.350], [-0.409, 1.040, -0.985], [0.290, -2.570, 1.863], [-1.412, -1.005, -2.292], [-0.124, -0.939, 1.137], [0.191, 0.839, 0.389], [0.189, 0.412, 0.055], [0.832, 2.206, -0.113]]
}



2.
{
  "formula": "C6H4ClF3S2",
  "method": "ωB97M-V/def2-TZVPD",
  "energy_ev": -48628.94324,
  "e_homo_ev": -8.70,
  "molar_mass_g_mol": 232.7,
  "e_above_lowest_kj_mol": 0.0,
  "lumo_energy_ev": 0.39,
  "homo_lumo_gap_ha": 0.3342,
  "species": ["C", "C", "C", "C", "C", "C", "F", "F", "F", "S", "S", "Cl", "H", "H", "H", "H"],
  "xyz": [[-2.488574, -0.213938, -0.028344], [-1.500280, -1.099173, 0.009307], [1.940456, -0.649657, -0.618428], [2.266414, 0.110344, 0.621723], [-1.758968, 1.143144, -0.004219], [-0.331549, 0.429797, -0.010074], [-3.810846, -0.333725, -0.005802], [-1.986295, 1.829597, -1.133132], [-2.039912, 1.886220, 1.048419], [0.631385, 0.355051, -1.446486], [0.615997, 0.524134, 1.456486], [-1.457538, -2.720743, 0.383009], [2.883434, -0.562145, -1.309509], [1.628282, -1.755652, -0.508032], [3.062854, -0.019538, 1.382553], [2.345136, 1.076279, 0.162522]],
  "forces_ev_per_angstrom": [[0.762, 0.688, 0.219], [0.737, 3.420, 0.528], [1.379, -1.952, -1.562], [-1.701, 1.880, 0.678], [0.154, -3.218, -1.290], [-2.708, -2.815, 0.913], [-0.024, -0.050, 0.054], [0.053, 1.002, -0.273], [0.102, 0.725, 0.522], [0.910, -0.235, -0.801], [0.843, -0.368, 0.803], [0.270, -0.578, -0.186], [-1.829, -0.454, 1.019], [0.430, 1.800, -0.146], [-0.603, -0.706, -0.751], [1.226, 0.861, 0.271]]
}



3.
{
  "formula": "C6H4F2NO2",
  "method": "ωB97M-V/def2-TZVPD",
  "energy_ev": -17304.81038,
  "e_homo_ev": -3.55,
  "molar_mass_g_mol": 160.1,
  "e_above_lowest_kj_mol": 330.4,
  "lumo_energy_ev": 3.87,
  "homo_lumo_gap_ha": 0.2726,
  "charge": -1,
  "species": ["C", "C", "C", "C", "C", "C", "N", "O", "O", "F", "F", "H", "H", "H", "H"],
  "xyz": [[-0.863176, 1.410529, -0.652694], [1.164901, 0.118668, -0.357441], [0.165299, 2.106320, -0.130565], [3.689888, -0.846846, -0.072247], [-0.181810, 0.043029, -1.016196], [3.883524, 0.455585, 0.221965], [1.273905, 1.432503, 0.149490], [1.797315, -0.975855, -0.183810], [4.260393, -1.722586, -0.603732], [0.045372, 3.427772, 0.169986], [5.222051, 0.669653, 0.551386], [-1.932853, 1.542289, -0.895528], [2.986238, 1.190711, 0.581709], [-0.753049, -0.812066, -0.491702], [-0.257275, -0.203880, -2.007556]],
  "forces_ev_per_angstrom": [[0.134, -1.783, -1.354], [-1.748, 1.956, 0.915], [-2.754, -0.113, -0.607], [0.287, 2.304, -0.784], [-2.630, 0.206, 4.092], [-2.392, 1.068, 1.960], [2.389, -2.774, -0.377], [0.816, 1.803, -0.261], [-0.088, -2.347, -0.073], [0.677, -0.507, 0.313], [-0.068, 0.618, -0.092], [1.046, 0.642, 0.201], [3.120, -1.696, -0.665], [0.881, 1.052, -0.593], [0.329, -0.429, -2.673]]
}



4.
{
  "formula": "C6H4I2NO3S",
  "method": "ωB97M-V/def2-TZVPD",
  "energy_ev": -40956.11898,
  "e_homo_ev": -3.78,
  "molar_mass_g_mol": 424.0,
  "lumo_energy_ev": 2.72,
  "homo_lumo_gap_ha": 0.2390,
  "charge": -1,
  "species": ["C", "C", "C", "C", "C", "C", "N", "O", "O", "O", "S", "I", "I", "H", "H", "H", "H"],
  "xyz": [[-0.641025, 0.705971, 1.277028], [-0.414712, 0.652952, -1.575138], [1.801770, -0.333442, -1.265556], [0.749712, 0.599984, -0.618296], [-0.462292, -1.113755, -0.169224], [-1.281996, -0.056137, 2.275482], [0.278496, -0.079212, 0.513933], [-1.193139, -0.412449, -1.232399], [-0.848088, 1.895952, 0.909948], [-0.686287, 1.442359, -2.434514], [0.912569, -1.945888, -1.036782], [-0.351561, -1.755760, 3.138583], [-2.468287, 1.072579, 3.557819], [1.795055, -0.139782, -2.427070], [2.659101, -0.520821, -0.707989], [1.204410, 1.693378, -0.534833], [-1.053728, -1.705932, 0.329008]],
  "forces_ev_per_angstrom": [[-0.845, 1.182, 0.679], [-0.947, 0.265, 0.318], [-3.445, -0.595, -2.707], [3.220, 3.407, -1.770], [4.390, 3.291, -4.331], [0.206, 0.696, 0.078], [-0.831, -0.299, 0.969], [-0.357, -0.004, 0.217], [0.182, -1.554, 0.793], [0.220, -0.485, -0.064], [0.083, -1.244, -0.389], [-0.180, 0.352, -0.085], [-0.163, -0.034, 0.165], [0.905, -0.248, 2.445], [1.867, 0.626, 0.458], [-1.197, -2.421, 0.456], [-3.107, -2.937, 2.769]]
}



5.
{
  "formula": "C6H4N2",
  "method": "ωB97M-V/def2-TZVPD",
  "energy_ev": -9264.49330,
  "e_homo_ev": -9.42,
  "molar_mass_g_mol": 104.1,
  "e_above_lowest_kj_mol": 146.6,
  "lumo_energy_ev": 0.09,
  "homo_lumo_gap_ha": 0.3495,
  "species": ["C", "C", "C", "C", "N", "C", "C", "N", "H", "H", "H", "H"],
  "xyz": [[-1.975853, 2.359545, 0.724773], [-1.133764, 1.562961, 0.512106], [-0.286410, 0.481223, 0.209914], [-0.189264, 0.022166, -1.166487], [0.615652, -0.942430, -1.509867], [1.285445, -1.564126, -0.537033], [1.142569, -1.208032, 0.813224], [0.369613, -0.182560, 1.162499], [-2.692308, 3.073608, 0.999735], [-0.800837, 0.418740, -1.982778], [1.951041, -2.370446, -0.832979], [1.714114, -1.650648, 1.606893]],
  "forces_ev_per_angstrom": [[-1.074, 1.301, 0.463], [0.794, -1.117, -0.041], [0.836, -1.966, -2.023], [-0.596, 1.008, 1.257], [0.395, -0.902, 0.052], [0.216, -0.019, 0.859], [-0.104, 0.582, -1.435], [-0.199, 0.660, 0.156], [-0.432, 0.461, 0.034], [0.167, 0.332, 0.505], [-0.055, 0.103, 0.032], [0.052, -0.441, 0.140]]
}



6.
{
  "formula": "C6H4N2",
  "method": "ωB97M-V/def2-TZVPD",
  "energy_ev": -9264.28303,
  "e_homo_ev": -9.54,
  "molar_mass_g_mol": 104.1,
  "e_above_lowest_kj_mol": 166.9,
  "lumo_energy_ev": -1.42,
  "homo_lumo_gap_ha": 0.2985,
  "species": ["C", "N", "C", "C", "C", "N", "C", "C", "H", "H", "H", "H"],
  "xyz": [[-0.443881, 0.617342, -1.611369], [0.363738, 1.608264, -1.432927], [0.926431, 1.391494, -0.102600], [0.464249, 0.284554, 0.450921], [0.451227, -0.592961, 1.632891], [-0.333622, -1.623867, 1.455617], [-0.928695, -1.409894, 0.122961], [-0.490355, -0.302922, -0.451885], [-1.026336, 0.486091, -2.506606], [1.693121, 2.094010, 0.168604], [0.978186, -0.486133, 2.566761], [-1.654062, -2.065976, -0.292368]],
  "forces_ev_per_angstrom": [[-0.352, -0.248, 0.066], [-0.271, -0.748, 0.593], [0.666, 1.031, -1.344], [-0.409, -0.629, 1.259], [-0.571, -1.008, -0.378], [0.027, 1.202, -0.882], [0.020, -0.508, 0.811], [1.066, 1.329, -0.453], [-0.022, 0.162, -0.290], [0.024, 0.075, 0.452], [0.191, 0.111, 0.031], [-0.369, -0.770, 0.135]]
}



7.
{
  "formula": "C6H4N2O2",
  "method": "ωB97M-V/def2-TZVPD",
  "energy_ev": -13358.61800,
  "e_homo_ev": -9.29,
  "molar_mass_g_mol": 136.1,
  "e_above_lowest_kj_mol": 309.7,
  "lumo_energy_ev": -0.01,
  "homo_lumo_gap_ha": 0.3409,
  "species": ["C", "C", "C", "C", "C", "C", "N", "N", "O", "O", "H", "H", "H", "H"],
  "xyz": [[-0.883206, -0.384951, -0.327426], [0.069534, 0.435649, 0.194454], [-1.693013, 0.169360, 1.775458], [2.008412, -0.256788, -1.237913], [2.562492, -0.292286, -2.439280], [1.393087, 0.856476, -0.293253], [-0.461870, 0.735150, 1.498001], [-1.820267, -0.577034, 0.579207], [2.545663, -0.389227, -3.596674], [2.020515, 1.744142, 0.246124], [-1.108737, -0.783953, -1.315439], [2.065387, -1.066181, -0.619294], [0.021058, 1.456732, 2.045118], [-2.501838, -1.272338, 0.355191]],
  "forces_ev_per_angstrom": [[1.320, 0.095, -1.766], [-0.927, 0.016, 0.733], [1.759, -0.426, -1.262], [-0.144, 2.961, 0.260], [-2.746, 0.291, -0.301], [0.999, -0.630, 0.180], [0.121, 0.488, -0.825], [-1.364, 0.447, 1.893], [1.524, 0.127, 0.089], [-0.484, -0.366, -0.826], [0.939, 0.025, 0.185], [0.442, -2.486, 1.102], [-0.629, -0.698, -0.065], [-0.809, 0.157, 0.603]]
}



8.
{
  "formula": "C6H4N4O2",
  "method": "ωB97M-V/def2-TZVPD",
  "energy_ev": -16340.20582,
  "e_homo_ev": -9.48,
  "molar_mass_g_mol": 164.1,
  "e_above_lowest_kj_mol": 231.5,
  "lumo_energy_ev": -0.74,
  "homo_lumo_gap_ha": 0.3213,
  "species": ["O", "C", "C", "N", "C", "C", "N", "C", "N", "C", "N", "O", "H", "H", "H", "H"],
  "xyz": [[2.331481, 1.199620, 2.224867], [1.260498, 1.006011, 1.684068], [1.121358, 0.360093, 0.372054], [2.147141, -0.222212, -0.328673], [1.774505, -0.803044, -1.472952], [0.446227, -0.863622, -1.928314], [-0.588314, -0.342748, -1.230454], [-0.247374, 0.289712, -0.060989], [-1.308227, 0.882351, 0.611124], [-1.088627, 1.525306, 1.716805], [0.160006, 1.566025, 2.314987], [0.353246, 2.207289, 3.567651], [2.511218, -1.291816, -2.125828], [0.225471, -1.411288, -2.856581], [-1.933156, 2.014058, 2.213616], [1.301380, 2.351099, 3.765451]],
  "forces_ev_per_angstrom": [[0.532, -0.291, 0.264], [2.479, 0.903, 0.606], [-2.152, -0.926, -0.837], [-1.388, 0.448, 0.116], [0.198, 0.167, 0.253], [-1.310, 0.487, 1.213], [1.672, -0.136, -0.022], [0.579, -0.370, -1.063], [0.488, 0.458, 0.569], [0.271, -0.522, 0.000], [-0.678, 0.071, -0.231], [-1.250, -0.363, -0.855], [0.073, 0.370, 0.663], [-0.047, 0.415, 0.456], [0.554, -0.087, 0.043], [-0.020, -0.624, -1.175]]
}



9.
{
  "formula": "C6H4N4O2",
  "method": "ωB97M-V/def2-TZVPD",
  "spin_multiplicity": 3,
  "energy_ev": -16333.29129,
  "e_homo_ev": [-8.23, -10.55],
  "molar_mass_g_mol": 164.1,
  "e_above_lowest_kj_mol": 166.8,
  "lumo_energy_ev": [0.14, -3.35],
  "homo_lumo_gap_ha": [0.3077, 0.2644],
  "species": ["C", "C", "C", "C", "C", "C", "N", "N", "N", "N", "O", "O", "H", "H", "H", "H"],
  "xyz": [[-2.009470, -1.496813, 1.055581], [1.761389, 2.063533, 0.047422], [0.581301, 1.985306, -0.699757], [1.975223, 1.036412, 0.970229], [0.286792, -0.027726, 0.034106], [-1.106088, -2.012689, 0.092267], [-2.541465, -1.023985, 1.949962], [-0.184560, 0.915460, -0.692282], [1.239353, -0.043891, 0.900250], [-1.523387, -1.878725, -1.234895], [-0.992562, -2.522189, -2.086111], [-2.438382, -1.099167, -1.394651], [2.394974, 2.854357, 0.140880], [0.142538, 2.692872, -1.345265], [2.785641, 1.154661, 1.744784], [-0.371298, -2.597415, 0.517481]],
  "forces_ev_per_angstrom": [[1.671, -0.546, -1.639], [-2.016, -1.914, 0.706], [1.008, 0.476, 0.050], [1.395, 1.428, -0.098], [0.721, 0.096, 0.526], [-3.630, -0.045, 1.720], [-1.015, 0.600, 1.297], [-0.546, -0.752, -0.229], [-0.240, -1.445, 0.729], [-0.571, 0.485, 0.746], [1.288, -1.178, -1.417], [-0.752, 0.559, -0.405], [1.336, 2.406, -0.350], [0.364, 1.534, -0.532], [-0.962, -0.476, -0.867], [1.947, -1.227, -0.237]]
}



10.
{
  "formula": "C6H4NO5",
  "method": "ωB97M-V/def2-TZVPD",
  "energy_ev": -18010.90192,
  "e_homo_ev": -4.63,
  "molar_mass_g_mol": 170.1,
  "lumo_energy_ev": 2.94,
  "homo_lumo_gap_ha": 0.2784,
  "charge": -1,
  "species": ["C", "C", "C", "C", "C", "C", "N", "O", "O", "O", "O", "O", "H", "H", "H", "H"],
  "xyz": [[-1.587104, 0.631133, 0.279946], [-0.388216, 1.201640, -0.050854], [-1.876941, -0.714345, 0.593341], [0.877267, 0.666266, -0.087824], [1.077821, -0.830541, 0.152512], [0.123207, -1.771121, -0.795236], [1.990222, 1.482453, -0.202589], [-1.191762, -1.737717, 0.510002], [1.832715, 2.656020, -0.521212], [1.752962, -1.210052, 1.059050], [3.144257, 0.958356, -0.059276], [0.550746, -2.907194, -1.020121], [-2.462492, 1.194904, 0.539057], [-0.305562, 2.347531, 0.034403], [-2.903271, -0.785324, 0.987548], [-0.633851, -1.182003, -1.418747]],
  "forces_ev_per_angstrom": [[-1.341, -1.543, 0.130], [1.931, 2.973, 1.026], [-0.510, 1.211, 0.143], [-0.936, -2.168, -0.122], [-1.527, 1.148, -0.898], [2.484, -0.031, 0.118], [2.481, -0.687, -0.295], [-0.540, -1.001, 0.766], [0.316, 0.510, 0.166], [0.337, -0.950, -0.033], [-2.186, 1.206, -0.253], [-1.202, 1.327, -0.123], [0.039, 0.898, -0.311], [-0.494, -1.739, -0.613], [0.015, -0.462, 0.189], [1.132, -0.692, 0.110]]
}